Entry 1:
# C36H51N3O12

9 unconnected molecules or ions with the total composition C36H51N3O12 (wB97M-V/def2-TZVPD, the OMol25 dataset).

Structure (ORCA input):
```
! RIJCOSX wB97M-V def2-TZVPD def2/J DEFGRID3
* xyz 0 1
C 6.735 -2.756 -0.021
C 5.446 -2.203 -0.129
C 5.022 -1.297 0.832
C 5.841 -0.925 1.945
C 7.105 -1.543 2.018
C 7.534 -2.444 1.044
N 5.474 0.191 2.895
O 6.128 0.198 3.923
O 4.613 0.973 2.548
H 7.076 -3.516 -0.708
H 4.790 -2.413 -0.961
H 4.197 -0.661 0.545
H 7.682 -1.418 2.923
H 8.459 -2.995 1.126
C -3.781 4.113 -3.355
C -2.523 3.687 -2.912
C -1.390 4.237 -3.482
C -1.531 5.279 -4.428
C -2.777 5.628 -4.874
C -3.906 5.070 -4.362
N -0.333 5.929 -5.037
O 0.752 5.753 -4.454
O -0.457 6.555 -6.074
H -4.631 3.749 -2.798
H -2.382 2.912 -2.174
H -0.392 3.963 -3.175
H -2.807 6.401 -5.627
H -4.900 5.413 -4.607
C -0.535 -6.130 -4.712
C 0.770 -6.402 -4.335
C 1.508 -5.454 -3.693
C 0.962 -4.138 -3.508
C -0.327 -3.888 -3.911
C -1.076 -4.869 -4.539
N 1.787 -3.084 -2.854
O 2.844 -3.447 -2.406
O 1.371 -1.919 -2.862
H -1.053 -6.959 -5.170
H 1.155 -7.402 -4.467
H 2.493 -5.651 -3.296
H -0.715 -2.880 -3.896
H -2.093 -4.662 -4.839
C -0.195 -0.136 0.030
C 0.195 1.300 -0.017
O -0.611 2.128 -0.394
C 1.578 1.730 0.434
H 0.447 -0.792 -0.557
H -1.239 -0.256 -0.260
H -0.135 -0.544 1.039
H 2.306 1.745 -0.377
H 1.818 0.901 1.100
H 1.579 2.671 0.983
C 0.315 3.709 4.256
C -1.140 4.193 4.238
O -1.516 5.176 4.896
C -2.147 3.536 3.310
H 0.826 3.915 3.315
H 0.341 2.628 4.394
H 0.891 4.245 5.010
H -3.141 3.983 3.300
H -2.275 2.563 3.785
H -1.708 3.466 2.315
C -4.348 -3.986 2.850
C -2.871 -3.655 3.052
O -2.117 -4.526 3.457
C -2.353 -2.237 2.803
H -4.528 -5.000 3.209
H -4.686 -3.838 1.825
H -4.888 -3.259 3.456
H -2.337 -1.485 3.592
H -3.021 -1.813 2.052
H -1.343 -2.270 2.395
C 1.183 -3.103 4.188
C 1.498 -1.606 4.076
O 0.665 -0.729 3.767
C 2.922 -1.201 4.324
H 0.094 -3.154 4.159
H 1.596 -3.571 5.081
H 1.421 -3.647 3.274
H 3.482 -1.653 3.505
H 3.325 -1.584 5.262
H 2.961 -0.118 4.208
C -2.794 -3.338 -0.828
C -3.972 -4.108 -1.343
O -4.989 -4.125 -0.626
C -3.942 -4.737 -2.676
H -2.561 -3.664 0.186
H -2.763 -2.252 -0.919
H -1.921 -3.659 -1.397
H -4.817 -5.365 -2.839
H -3.011 -5.301 -2.740
H -3.865 -3.920 -3.393
C -0.716 5.837 0.922
C -1.133 7.055 0.214
O -1.242 8.141 0.873
C -1.224 7.003 -1.290
H -0.564 6.039 1.983
H 0.046 5.190 0.486
H -1.630 5.243 0.902
H -1.349 8.062 -1.518
H -2.162 6.548 -1.610
H -0.372 6.631 -1.858
*
```

- LUMO level (eV) = -1.3
- gap between HOMO and LUMO (eV) = 7.992
- energy (hartree) = -2469.15372
- highest occupied orbital energy (eV) = -9.28
- structure (SMILES) = O=[N+]([O-])c1ccccc1.O=[N+]([O-])c1ccccc1.O=[N+]([O-])c1ccccc1.CC(C)=O.CC(C)=O.CC(C)=O.CC(C)=O.CC(C)=O.CC(C)=O

Here are the Löwdin charges for atoms 1 to 5, given in e: -0.074 -0.054 -0.012 -0.111 -0.005

Entry 2:
# C6H12N2O3

A single C6H12N2O3 molecule (wB97M-V/def2-TZVPD, the OMol25 dataset).

Structure (ORCA input):
```
! RIJCOSX wB97M-V def2-TZVPD def2/J DEFGRID3
* xyz 0 1
C 3.007 1.342 1.603
C 1.592 -0.250 0.649
C -0.685 -0.516 1.300
C -2.223 -0.685 -0.170
C -1.968 0.693 -2.219
C -0.001 -0.136 -0.999
H 3.796 1.081 0.823
H 2.927 2.347 1.949
H 3.148 0.706 2.654
H 2.159 -0.273 -0.387
H 2.003 -1.141 1.251
H -0.255 -0.907 2.249
H -0.868 0.723 1.426
H -3.000 0.060 0.216
H -2.672 -1.523 -0.662
H -2.033 1.931 -2.026
H -3.072 0.111 -2.467
H -1.353 0.297 -3.276
N 0.326 -0.455 0.356
N -1.336 -0.197 -1.140
O 1.829 1.036 1.220
O -1.719 -1.328 0.940
O 0.884 0.099 -1.815
*
```

- LUMO level (eV) = 0.7
- gap between HOMO and LUMO (eV) = 9.954
- energy (hartree) = -570.88737
- highest occupied orbital energy (eV) = -9.27
- structure (SMILES) = COCN1COCN(C)C1=O

Here are the Löwdin charges for atoms 1 to 5, given in e: -0.220 -0.265 -0.236 -0.266 -0.040

Entry 3:
# C7H19NSi

2 unconnected molecules or ions with the total composition C7H19NSi (wB97M-V/def2-TZVPD, the OMol25 dataset).

Structure (ORCA input):
```
! RIJCOSX wB97M-V def2-TZVPD def2/J DEFGRID3
* xyz 0 1
C -0.452 2.855 0.723
C -2.069 -1.057 -1.526
C -1.613 -2.139 0.685
C 2.408 -1.408 0.194
C 2.587 1.103 0.027
C -0.721 1.741 -0.405
C -0.981 -1.507 -0.575
N 1.660 -0.120 0.031
Si 0.010 0.047 0.026
H -1.304 3.531 0.819
H -0.278 2.397 1.714
H 0.490 3.391 0.582
H -1.719 -0.528 -2.379
H -2.636 -1.929 -1.910
H -2.744 -0.363 -1.042
H -2.151 -1.361 1.142
H -0.972 -2.655 1.482
H -2.307 -3.014 0.409
H 1.778 -2.079 -0.368
H 3.398 -1.246 -0.201
H 2.497 -1.961 1.164
H 2.082 1.815 -0.616
H 2.646 1.562 0.939
H 3.632 0.870 -0.418
H -0.239 2.141 -1.333
H -1.837 1.653 -0.637
H -0.205 -2.254 -1.050
H -0.959 0.516 2.523
*
```

- LUMO level (eV) = 0.7
- gap between HOMO and LUMO (eV) = 7.707
- energy (hartree) = -622.20694
- highest occupied orbital energy (eV) = -6.96

Here are the Löwdin charges for atoms 1 to 5, given in e: -0.202 -0.157 -0.190 -0.096 -0.070

Taking the records one at a time from the top gives relative energy (zero: lowest compared OMol25 entry of this formula, charge and spin) values of 235.8, 135.2, 120.5 kcal per mole.
Taking the records one at a time from the top gives strongest force on any atom values of 4.368, 7.131, 3.754 eV/A.